The following is a quantum chemistry calculation of C2H3HgMgO2 as an isolated structure at a distorted geometry, from OMol25.

* HOMO-LUMO gap (spin up / spin down): 6.741 / 5.254 eV
* F_max: 2.5 eV/Å
* DFT total energy: -581.90823 a.u.
* energy above the lowest of the compared OMol25 structures with the same formula, charge and spin: 8.4 kcal/mol
* expectation value of S²: 0.77
* multiplicity: 2
* total charge: 0

Geometry (Å):
H1 -0.49834 1.58665 -2.89116
O1 1.40806 0.01756 -0.34049
C1 0.89997 -0.53079 0.78533
C2 -0.37347 -0.23228 1.15127
O2 -1.11025 0.46732 0.24670
Hg1 -1.21507 -0.90660 -1.58165
Mg1 0.26788 1.57871 -0.69297
H2 1.49390 -1.28327 1.31615
H3 -0.87269 -0.69730 2.00683

Löwdin atomic charge list, values in e, 5 entries: -0.11, -0.32, -0.31, -0.35, -0.51